C25H12AuF9N3P | ωB97M-V/def2-TZVPD

```
! wB97M-V def2-TZVPD RIJCOSX def2/J DEFGRID3
* xyz 0 1
H -1.16 0.59 3.50
C -5.93 -1.34 1.93
C -2.45 1.04 1.24
C -2.20 3.98 -0.63
F -4.96 7.29 0.00
C 1.83 3.04 3.66
H -2.49 6.62 2.17
F -5.67 -2.66 1.82
H 2.68 3.70 3.70
F -6.47 -1.13 3.14
F 1.66 2.42 7.05
C 4.66 0.64 -0.71
H -5.26 0.98 3.14
F 3.02 1.01 6.13
H 0.30 0.64 5.49
F -3.42 7.86 -1.39
C 1.01 3.02 2.54
C -2.82 5.19 -0.88
C -2.64 -0.15 0.54
C 2.41 2.19 5.95
N 4.94 0.99 1.83
F -6.87 -1.05 1.01
C -1.69 3.71 0.64
C -3.63 7.43 -0.14
C -2.41 5.87 1.39
C -4.69 -0.52 1.71
H -3.27 2.38 2.71
C -3.40 1.45 2.17
H -1.38 4.46 2.63
C -0.08 2.15 2.49
H -2.11 3.24 -1.42
P -0.99 2.05 0.91
N 6.64 0.42 -2.34
F 3.36 3.13 5.90
F -3.24 8.40 0.70
H -1.89 -0.47 -0.18
C 1.55 2.19 4.72
C -0.33 1.29 3.55
C -2.92 6.13 0.13
Au 0.54 1.29 -0.55
C -1.79 4.66 1.65
C -4.52 0.67 2.41
C 5.75 0.52 -1.61
H 1.23 3.66 1.70
H -3.22 5.41 -1.87
C 0.48 1.31 4.66
N 2.22 0.62 -1.43
C 4.85 0.82 0.69
C -3.76 -0.93 0.78
H -3.90 -1.86 0.24
C 3.35 0.63 -1.12
*
```

Summary:
E: -68029.7182 eV
orbital gap: 0.2696 hartree
largest force on an atom: 0.5 eV/Å
highest occupied orbital energy: -8.25 eV

These are the natural (NBO) partial charges, in e, on atoms 1 to 6: 0.23, 0.97, -0.28, -0.19, -0.32, -0.17

C25H13BrF2N2O6V | ωB97M-V/def2-TZVPD

```
! wB97M-V def2-TZVPD RIJCOSX def2/J DEFGRID3
* xyz -2 4
C 3.15 0.78 2.45
C -1.76 -1.74 -2.20
O -0.69 -2.34 3.34
H -1.59 2.11 6.49
H -1.15 5.17 -3.02
C -2.67 -2.02 -3.20
C -1.45 3.05 -2.90
C -0.95 4.26 -2.47
C 0.09 3.08 -0.63
H 4.09 1.30 2.32
H -3.09 1.16 -4.24
H -0.75 1.73 2.29
V -0.14 -0.10 -0.17
H -3.01 -3.03 -3.36
O -4.13 -0.02 1.40
C 2.74 0.26 3.67
C -3.41 0.61 4.05
C 2.69 0.78 -0.13
C -1.88 1.76 5.51
C -1.22 1.85 -2.23
H 3.35 0.40 4.55
C -0.18 4.24 -1.32
C -0.25 -1.74 2.36
H 0.73 3.14 0.25
O 1.91 0.15 -0.90
H -4.33 0.06 3.87
H -3.88 -1.11 -4.73
H -3.70 0.85 6.16
C -3.06 1.06 5.31
C 1.59 -0.53 3.74
O -0.47 -1.94 1.13
O 3.71 1.42 -0.42
F -2.18 3.10 -4.06
C -1.77 0.54 -2.65
C 0.83 -0.66 2.59
C -3.15 -0.95 -3.94
N -1.31 -0.51 -1.94
F 0.30 5.43 -0.88
H -1.38 -2.51 -1.54
C -2.96 0.33 1.56
H 1.31 -1.07 4.63
Br 0.55 2.98 4.67
O -2.02 0.35 0.73
C -2.58 0.85 2.96
C -0.41 1.85 -1.07
C -1.07 2.00 4.41
C 2.32 0.60 1.35
C -1.39 1.55 3.14
C -2.70 0.33 -3.67
N 1.14 0.00 1.48
*
```

Summary:
E: -142571.5024 eV
expectation value of S²: 3.763
orbital gap (alpha / beta): 0.1858 / 0.2627 hartree
largest force on an atom: 0.4 eV/Å
energy above the lowest of the compared OMol25 structures with the same formula, charge and spin: 0.5 kcal per mole
highest occupied orbital energy (alpha / beta): -0.68 / -2.77 eV

These are the natural (NBO) partial charges, in e, on atoms 1 to 6: -0.24, 0.07, -0.71, 0.21, 0.22, -0.29

C25H14AuF8I2SSb | ωB97M-V/def2-TZVPD

```
! wB97M-V def2-TZVPD RIJCOSX def2/J DEFGRID3
* xyz 2 1
I 4.24 3.65 -0.90
C 3.66 5.17 -2.25
C 3.15 -0.13 0.45
C -3.78 -2.11 1.03
C -2.25 2.52 2.17
Au 0.69 3.55 -1.14
C -1.65 2.47 0.90
F -1.98 2.25 -1.43
H -2.69 -0.15 -1.48
H 0.19 -3.93 -4.48
F -1.49 2.61 3.25
C 1.81 -0.27 0.82
C -3.83 -1.31 -0.10
H -2.59 -3.08 2.51
F -4.17 2.56 3.52
C -4.43 2.38 1.19
Sb 0.38 -0.34 -0.73
F 2.05 -5.49 -3.63
C -1.45 -1.05 0.05
H -4.79 -1.12 -0.58
H 2.67 -2.45 -0.43
H 3.44 -0.14 -0.60
H -0.40 -1.78 -3.41
H -0.47 -2.15 1.64
C 1.07 -2.01 -1.83
C -2.50 2.36 -0.21
H 3.56 6.10 -1.71
C 0.38 -2.39 -2.99
C 2.43 -3.96 -1.92
F 4.68 0.13 3.68
C 1.45 -0.24 2.17
C -2.58 -2.42 1.66
C 0.71 -3.59 -3.59
H 0.41 -0.30 2.47
C -3.62 2.49 2.33
C 1.73 -4.35 -3.05
F -4.64 2.16 -1.14
S 0.07 2.48 0.82
C -3.87 2.31 -0.08
C 4.13 0.00 1.42
F -5.73 2.33 1.33
H 2.18 -0.12 4.19
C 2.42 -0.13 3.14
C -2.65 -0.77 -0.59
I 1.77 4.81 -3.19
H 5.18 0.10 1.16
C -1.41 -1.88 1.17
H 3.21 -4.61 -1.52
C 2.12 -2.76 -1.31
F -4.90 -2.60 1.51
H 4.38 5.23 -3.05
C 3.75 -0.01 2.75
*
```

Summary:
E: -85138.8900 eV
orbital gap (alpha / beta): 0.1522 / 0.1524 hartree
largest force on an atom: 2.1 eV/Å
energy above the lowest of the compared OMol25 structures with the same formula, charge and spin: 0.0 kcal per mole
highest occupied orbital energy (alpha / beta): -14.21 / -14.21 eV

These are the natural (NBO) partial charges, in e, on atoms 1 to 6: 0.21, -0.71, -0.21, 0.45, 0.35, 0.43